Record 1
Molecular formula: C10H16N3
Method: DFT, the ωB97M-V functional and the def2-TZVPD basis

## Properties
SMILES string = C1=N[C@@H]2C3=[NH+]CCN3CC[C@@H]2CC1
Charge = +1
Energy above the lowest of the compared OMol25 structures with the same formula, charge and spin = 229.15 kJ/mol
E_HOMO = -12.8 eV
M = 178.26 g mol⁻¹
Spin multiplicity = 1

Geometry as XYZ:
```
29
Properties=species:S:1:pos:R:3:lowdin_charge:R:1
C 2.03783 -1.42432 -0.93082 -0.1583
N 0.93545 -1.50485 -0.39657 0.0644
C 0.59233 -0.76480 0.80634 -0.1199
C -1.17565 -0.64609 0.41018 -0.0717
N -2.10827 -1.63638 0.48963 0.1129
C -3.35410 -0.99289 0.00523 -0.1172
C -2.91100 0.32835 -0.60207 -0.0764
N -1.54797 0.50715 -0.03342 -0.0382
C -0.86700 1.73163 -0.13895 -0.1193
C 0.73106 1.56661 -0.23559 -0.0863
C 1.16955 0.56071 0.84896 -0.3290
C 2.68199 0.39184 0.68126 -0.1588
C 3.10352 -0.50351 -0.43609 -0.1683
H 2.21237 -2.08812 -1.87276 0.1563
H 0.76542 -1.36238 1.63133 0.1292
H -2.04185 -2.62320 0.36284 0.1493
H -4.06380 -0.66580 0.85275 0.1504
H -3.83354 -1.76363 -0.68265 0.1529
H -2.81310 0.40381 -1.67944 0.1385
H -3.67813 0.96294 -0.29730 0.1083
H -1.12348 2.22206 0.85032 0.1590
H -1.14605 2.24810 -1.04680 0.1296
H 0.83751 1.21870 -1.29094 0.1283
H 1.19921 2.64885 -0.07382 0.1736
H 0.83849 1.04657 1.74868 0.1484
H 2.87674 -0.26197 1.62352 0.1568
H 3.16582 1.30783 0.67153 0.1001
H 4.01662 -1.07031 -0.02052 0.1526
H 3.50004 0.16309 -1.24484 0.1329
```

***

Record 2
Molecular formula: C10H16N3O5S2
Method: DFT, the ωB97M-V functional and the def2-TZVPD basis

## Properties
Charge = -1
E_HOMO = -6.3 eV
M = 322.39 g mol⁻¹
Spin multiplicity = 1

Geometry as XYZ:
```
36
Properties=species:S:1:pos:R:3:lowdin_charge:R:1
C 0.30312 -2.05734 1.45347 -0.0950
C 0.57167 -0.89157 0.48887 -0.2538
C 0.67630 0.48741 1.13595 -0.2252
C -0.51831 0.91203 1.95521 -0.4233
C -0.19059 2.10178 2.84868 -0.0902
S -1.93344 1.28960 0.89502 0.5482
O -2.69665 2.30596 1.56584 -0.3185
O -1.41204 1.68200 -0.39000 -0.3223
N -2.62913 -0.17037 0.87615 -0.3001
S -3.87851 -0.31412 -0.05213 0.5094
O -3.60827 -1.02604 -1.25869 -0.2880
O -4.70270 0.83863 -0.19940 -0.2729
O -4.83469 -1.43420 0.81913 -0.1074
C -4.60935 -1.44276 2.09222 -0.4297
N -4.46710 -1.74202 3.20677 0.1363
H -0.14810 -1.76299 2.39209 0.0584
H -0.30580 -2.80299 0.95547 0.0684
H 1.24598 -2.55066 1.68231 0.0604
H 1.53972 -1.08474 0.02623 0.0945
H -0.13466 -0.89689 -0.33420 0.0921
H 0.87382 1.21598 0.35512 0.0982
H 1.57055 0.48848 1.76162 0.1157
H -0.86281 0.12807 2.62150 0.1073
H -1.05262 2.36141 3.44870 0.0703
H 0.58811 1.77862 3.53647 0.0769
H 0.15160 2.96206 2.28405 0.0846
N 1.91322 0.00204 -3.48974 0.0148
C 2.71305 -0.88963 -4.14784 -0.1487
C 4.01270 -0.61777 -3.80926 -0.1244
C 3.99222 0.48042 -2.90556 -0.1195
C 2.68131 0.83619 -2.73113 -0.1423
H 0.91172 0.03989 -3.55037 0.1503
H 2.29150 -1.63762 -4.79667 0.1013
H 4.88006 -1.14773 -4.16592 0.0820
H 4.84018 0.95151 -2.43768 0.0838
H 2.22794 1.60738 -2.13227 0.1084
```

***

Record 3
Molecular formula: C10H16O
Method: DFT, the ωB97M-V functional and the def2-TZVPD basis

## Properties
Charge = -1
Energy above the lowest of the compared OMol25 structures with the same formula, charge and spin = 55.16 kJ/mol
Expectation value of S² = 0.76
E_HOMO (spin up / spin down) = 0.7 / -3.3 eV
M = 152.24 g mol⁻¹
Spin multiplicity = 2

Geometry as XYZ:
```
27
Properties=species:S:1:pos:R:3:lowdin_spin:R:1
C -2.50223 -1.89737 0.66698 0.0006
C -2.98665 -0.43997 0.52993 0.0030
C -1.30953 -2.32077 -0.18636 0.0058
H -2.35376 -2.05662 1.73931 0.0002
H -3.37502 -2.53364 0.46924 0.0001
H -3.91524 -0.27994 -0.01214 0.0006
H -2.17005 0.17688 0.17164 0.0012
H -1.58815 -3.15042 -0.84585 0.0006
H -0.97811 -1.50910 -0.83104 0.0035
H -3.13461 -0.00258 1.52579 0.0008
H -0.51610 -2.74165 0.38934 0.0012
C 1.69322 -0.74458 1.47360 0.0140
C 0.26353 2.12355 -0.60544 0.2152
C 1.37452 2.46572 -1.41695 0.0542
C 0.45985 1.15692 0.42407 0.1551
C 1.62519 0.42012 0.52718 0.0535
C 2.57009 1.83045 -1.24610 0.1703
C 2.73672 0.77335 -0.25349 0.2302
O 1.04707 3.21658 -2.53190 0.0054
H -0.66262 2.62454 -0.84414 0.0236
H -0.37226 0.80021 1.02689 0.0126
H 3.33603 1.73364 -2.00948 0.0103
H 1.75810 3.22624 -3.17785 0.0024
H 1.62130 -1.69583 0.94613 0.0041
H 1.00683 -0.69549 2.31818 0.0032
H 3.68833 0.25994 -0.20187 0.0261
H 2.68355 -0.74018 1.95433 0.0022
```

***

Record 4
Molecular formula: C10H16O
Method: DFT, the ωB97M-V functional and the def2-TZVPD basis

## Properties
Charge = -1
Energy above the lowest of the compared OMol25 structures with the same formula, charge and spin = 63.88 kJ/mol
Expectation value of S² = 0.76
E_HOMO (spin up / spin down) = 0.7 / -3.7 eV
M = 152.24 g mol⁻¹
Spin multiplicity = 2

Geometry as XYZ:
```
27
Properties=species:S:1:pos:R:3:lowdin_spin:R:1
C 2.08171 0.75413 -0.74995 0.0087
C 1.48906 2.15123 -0.81084 0.0111
C 2.90168 0.39537 0.47962 0.0081
H 1.27236 0.01630 -0.75322 0.0037
H 2.60920 0.57220 -1.69224 0.0012
H 2.17682 2.81720 -1.33218 0.0006
H 1.31202 2.50478 0.20934 0.0002
H 2.91906 -0.61626 0.87555 0.0035
H 4.01136 0.56330 0.46833 0.0008
H 0.48671 2.19326 -1.24084 0.0138
H 2.75214 1.14346 1.26991 0.0002
C -0.68351 -0.59859 2.53661 0.0090
C -0.63155 -1.68887 0.25629 0.1758
C -1.13446 -0.67196 1.08334 0.0377
C -1.16326 -1.86928 -1.04006 0.1437
C -2.17171 0.16819 0.67354 0.1575
C -2.15363 -1.00943 -1.48282 0.0716
C -2.54424 0.10205 -0.70810 0.2233
O -2.73657 -1.28936 -2.70063 0.0220
H -0.00455 -2.40941 0.77358 0.0204
H -0.77803 -2.56935 -1.77047 0.0106
H -1.33272 -0.20127 3.30998 0.0024
H 0.28570 -0.08978 2.56725 0.0008
H -2.45284 0.95532 1.35931 0.0128
H -3.23026 0.83534 -1.12479 0.0339
H -2.79796 -0.51554 -3.26212 0.0257
H -0.48254 -1.64304 2.80561 0.0010
```

***

Record 5
Molecular formula: C10H16O
Method: DFT, the ωB97M-V functional and the def2-TZVPD basis

## Properties
Charge = -1
Energy above the lowest of the compared OMol25 structures with the same formula, charge and spin = 83.57 kJ/mol
Expectation value of S² = 0.75
E_HOMO (spin up / spin down) = 0.8 / -4.4 eV
M = 152.24 g mol⁻¹
Spin multiplicity = 2

Geometry as XYZ:
```
27
Properties=species:S:1:pos:R:3:lowdin_spin:R:1
C -1.93882 -2.00285 0.57700 0.0291
C -1.51149 -3.45586 0.65154 0.0166
C -2.30968 -1.63240 -0.88043 0.0060
H -2.62302 -1.55808 1.31126 0.0155
H -1.14998 -1.29577 0.86982 0.0078
H -2.23334 -4.10738 0.12352 0.0006
H -1.47210 -3.89461 1.65137 0.0081
H -1.41451 -1.50304 -1.43993 0.0000
H -2.79503 -2.50774 -1.36790 0.0001
H -0.57286 -3.60864 0.09256 0.0014
H -2.96030 -0.75428 -0.84553 0.0065
C 3.51866 1.93506 -1.00879 0.0134
C 0.54077 0.36811 0.64201 0.1783
C 1.68804 0.49336 -0.13215 0.0643
C -0.30829 1.50721 0.66517 0.1379
C 2.05115 1.73455 -0.62345 0.0362
C 0.03362 2.75414 0.15943 0.0469
C 1.26383 2.87558 -0.47443 0.0891
O -1.52077 1.29556 1.26743 0.1620
H 0.20595 -0.61251 0.91896 0.0405
H 2.45453 -0.29020 -0.26928 0.0034
H -1.48729 1.06861 2.22496 0.1113
H -0.64123 3.58555 0.17602 0.0029
H 4.08145 2.17905 -0.10289 0.0073
H 3.68588 2.63989 -1.83250 0.0009
H 1.58597 3.83430 -0.94644 0.0129
H 3.82888 0.95238 -1.40734 0.0009
```

***

Record 6
Molecular formula: C10H16O
Method: DFT, the ωB97M-V functional and the def2-TZVPD basis

## Properties
SMILES string = Cc1ccc(O)cc1.CCC
Energy above the lowest of the compared OMol25 structures with the same formula, charge and spin = 130.67 kJ/mol
E_HOMO = -8.3 eV
M = 152.24 g mol⁻¹
Spin multiplicity = 1

Geometry as XYZ:
```
27
Properties=species:S:1:pos:R:3:lowdin_charge:R:1
C 2.04007 -1.18941 -1.71268 -0.0639
C 2.02674 -0.11096 -0.65766 -0.2831
C 0.75159 0.39671 -0.31376 -0.0540
C 0.67897 1.54424 0.44693 -0.0227
C 1.83833 2.04784 1.03503 -0.3271
O 1.79824 3.07463 1.94000 0.0427
C 3.03105 1.38534 0.89648 -0.0199
C 3.16640 0.32407 -0.00006 -0.0341
H 1.45242 -0.92248 -2.59043 0.0767
H 1.64813 -2.12061 -1.31694 0.0774
H 3.03592 -1.43756 -2.08547 0.0730
H -0.01750 -0.17648 -0.80077 0.0948
H -0.31157 1.93529 0.64752 0.1104
H 0.93631 3.50641 1.90224 0.1035
H 3.90625 1.75621 1.41280 0.1172
H 4.09316 -0.07208 -0.39836 0.1116
C -2.24850 -0.70797 1.34307 -0.1145
C -3.03054 -0.34349 0.05342 -0.3037
C -3.00161 -1.44657 -0.99238 -0.1209
H -2.22635 -1.80781 1.36669 0.0615
H -2.73024 -0.46555 2.28688 0.0647
H -1.18370 -0.47504 1.30871 0.0425
H -4.03059 -0.05861 0.37870 0.0956
H -2.51475 0.53433 -0.32592 0.0800
H -2.13661 -1.36135 -1.64766 0.0624
H -3.09278 -2.44264 -0.55691 0.0694
H -3.87885 -1.36647 -1.61947 0.0605
```

***

Q: Number 1 is which compound?
A: C10H16N3